15
Properties=species:S:1:pos:R:3:forces:R:3:lowdin_spin:R:1 method="wB97M-V/def2-TZVPD" relative_energy_kj_mol=366.30 spin_multiplicity=3 charge=+1 e_tot_ha=-776.09042 mol_weight_da=135.17 homo_ev="-10.51 / -16.46"
C -1.8277 2.5989 -0.0147 -1.8 0.8 -1.2 0.033
C 2.2116 -0.7638 -0.0856 0.3 0.2 0.0 0.010
C 0.8515 -0.4184 0.4762 1.2 -2.4 -2.4 0.114
N -1.4748 1.5073 -0.1190 1.1 3.2 0.1 0.106
N -0.1744 -0.9412 -0.4197 4.5 0.0 0.2 0.755
O -1.7305 -0.5319 1.4070 0.3 -0.8 5.6 0.206
O -2.7511 -0.7324 -0.8352 -2.6 -1.5 -3.5 0.221
S -1.6696 -0.6208 0.0314 -3.2 1.2 -0.2 0.445
H -2.4099 3.5604 -0.1980 1.2 -1.5 0.8 0.005
H 1.9312 -1.5046 -0.8465 1.5 -0.3 0.2 0.001
H 2.5454 0.1491 -0.5624 0.6 -0.1 -0.4 0.002
H 3.0061 -1.0708 0.6742 -1.4 0.1 -1.1 0.004
H 0.6791 -0.9374 1.3339 -0.8 -0.8 3.3 0.027
H 0.6956 0.6065 0.5215 -0.7 2.3 0.7 0.051
H 0.1175 -0.9008 -1.3632 -0.1 -0.5 -1.9 0.021